The following is a DFT calculation (ωB97M-V/def2-TZVPD) of 5 unconnected molecules or ions with the total composition C49H83BBrNO13S.

Each line ends with the Mulliken charge.
Positions of all 149 atoms, in Å:
C 0.60335 -5.13036 0.73059  -1.92
C -0.93300 -5.15460 0.90419  1.93
C -1.54873 -6.40452 0.29246  -1.20
C -3.05290 -6.58935 0.51991  -0.48
C -3.55695 -6.42596 1.97036  -0.70
C -4.86683 -5.64119 2.06705  -1.49
C -4.68273 -4.11375 1.96382  0.52
C -5.08613 -3.48902 0.61116  -1.41
C -3.86843 -3.21460 -0.30433  1.72
C -3.80858 -1.91436 -1.07799  -0.08
C -3.46859 -1.97691 -2.44674  0.65
C -3.14590 -3.29755 -3.12084  -2.18
C -1.76282 -3.84167 -2.69911  2.09
C -0.70814 -2.79178 -2.40261  -1.52
Br -1.12143 -5.07121 -4.07938  -0.15
C -3.39686 -0.81261 -3.23700  0.73
C -3.00907 -0.80477 -4.69768  -2.05
C -3.67760 0.40979 -2.64137  -0.98
C -3.98527 0.46502 -1.29135  0.90
C -4.04171 -0.66356 -0.48310  -0.98
N -4.33605 -0.54335 0.92509  0.66
C -3.70635 0.58846 1.58286  -0.97
C -3.19510 0.40834 2.87536  0.69
B -3.25178 -1.00557 3.57497  0.51
O -4.48895 -1.44866 4.02054  -0.65
C -1.95922 -1.87801 3.78431  -0.66
C -1.13224 -1.83438 2.47715  -0.51
C -2.65598 1.50422 3.54710  -1.63
C -2.59616 2.76579 2.96630  -1.01
C -3.06486 2.96198 1.66839  0.42
C -2.96466 4.28605 0.96379  -1.97
C -1.75100 4.24694 -0.01350  -0.48
C -0.46966 4.79525 0.59315  -0.08
C 0.80328 4.22262 -0.05808  -0.91
C 1.78367 5.32124 -0.48290  -0.45
C 1.26915 6.02393 -1.74633  -1.19
C -3.63696 1.85733 1.01142  1.32
S -4.29933 2.07282 -0.62021  -0.46
H 0.93385 -4.21073 0.25007  0.30
H 1.08579 -5.14962 1.70342  0.33
H 0.96784 -5.95818 0.12808  0.50
H -1.14255 -5.05593 1.96411  0.53
H -1.31954 -4.28604 0.37677  -1.35
H -1.00079 -7.30236 0.57351  0.51
H -1.40511 -6.31590 -0.78837  0.34
H -3.29440 -7.60661 0.21587  0.48
H -3.64104 -5.94213 -0.12903  0.07
H -2.81861 -5.99787 2.64239  0.34
H -3.77172 -7.42189 2.35949  0.47
H -5.59182 -6.01556 1.34553  0.43
H -5.28007 -5.85890 3.05253  0.43
H -5.27477 -3.65133 2.74976  0.36
H -3.64868 -3.88245 2.20898  -0.38
H -5.67988 -4.24846 0.10276  0.55
H -5.73465 -2.63088 0.72332  0.67
H -2.95694 -3.26944 0.28724  -1.21
H -3.81622 -4.05283 -0.98040  -0.02
H -3.87573 -4.04052 -2.81032  0.59
H -3.23527 -3.22683 -4.19432  0.80
H -1.90015 -4.43665 -1.80408  -1.19
H 0.27915 -3.24716 -2.38111  0.68
H -0.68660 -2.03525 -3.18416  0.30
H -0.87278 -2.31841 -1.43868  0.14
H -2.25744 -1.56283 -4.89940  0.44
H -3.86039 -1.03172 -5.33541  0.36
H -2.57408 0.15720 -4.94480  0.41
H -3.64785 1.32987 -3.20619  0.43
H -5.33979 -0.38242 1.00871  0.45
H -5.09110 -1.54673 3.27635  0.32
H -1.33353 -1.45141 4.57146  0.48
H -2.25915 -2.89040 4.04369  0.26
H -0.31205 -2.54565 2.48864  0.41
H -1.78302 -2.06575 1.63559  -0.41
H -0.77200 -0.82219 2.31995  0.50
H -2.29374 1.35327 4.55559  0.43
H -2.18056 3.61384 3.49221  0.67
H -2.81575 5.08756 1.68271  0.54
H -3.87419 4.45299 0.39517  0.49
H -1.64587 3.21114 -0.32334  0.53
H -2.03099 4.82320 -0.89481  0.15
H -0.43777 4.57571 1.65949  0.09
H -0.45159 5.87649 0.46760  0.42
H 0.55896 3.66921 -0.96579  0.40
H 1.28400 3.52028 0.61953  0.37
H 1.89560 6.05527 0.31304  0.18
H 2.75531 4.88214 -0.70318  0.38
H 1.82473 6.94593 -1.89779  0.34
H 0.21098 6.25893 -1.65532  0.41
H 1.38056 5.35442 -2.59485  0.25
C 0.23594 8.94624 3.77749  -1.15
C 1.25273 7.90171 4.18375  -0.07
O 1.03278 7.44742 5.52808  -0.37
C 0.08031 6.52868 5.66737  0.78
O -0.58335 6.05623 4.78083  -0.56
O -0.01682 6.22117 6.95991  -0.35
C -1.03504 5.26457 7.26289  -0.56
H 0.22388 9.76578 4.49684  0.33
H 0.47744 9.34600 2.79264  0.37
H -0.76634 8.52022 3.74055  0.28
H 2.25511 8.32582 4.18372  0.30
H 1.24946 7.05388 3.49923  0.24
H -0.92089 4.36932 6.65555  0.24
H -2.02080 5.69947 7.10599  0.29
H -0.91399 5.00949 8.31146  0.21
C 4.09668 8.20173 -8.53913  -1.08
C 3.31013 6.94626 -8.23033  -0.19
O 3.99605 6.11654 -7.28141  -0.36
C 3.85735 6.47609 -6.00629  0.76
O 3.20560 7.40021 -5.59477  -0.56
O 4.56059 5.62566 -5.25864  -0.34
C 4.52754 5.91096 -3.85837  -0.40
H 5.10725 7.94797 -8.86115  0.29
H 3.60747 8.76974 -9.33028  0.35
H 4.17717 8.83698 -7.65760  0.31
H 3.20407 6.33446 -9.12435  0.29
H 2.31057 7.18055 -7.86619  0.31
H 3.50414 5.99566 -3.50263  0.04
H 5.07486 6.82870 -3.64785  0.34
H 5.01676 5.08135 -3.35568  0.24
C 6.17650 -8.06646 3.97165  -1.11
C 4.81677 -8.29156 3.34649  -0.21
O 4.40812 -7.16485 2.55764  -0.34
C 4.92599 -7.11158 1.33049  0.68
O 5.67228 -7.91719 0.83882  -0.56
O 4.46942 -6.00884 0.73865  -0.19
C 4.96731 -5.79221 -0.58398  -0.68
H 6.18480 -7.13528 4.53940  0.29
H 6.42601 -8.88916 4.64158  0.36
H 6.94952 -7.99778 3.20688  0.31
H 4.05579 -8.39450 4.11802  0.30
H 4.80097 -9.19624 2.73999  0.33
H 4.80891 -6.66436 -1.21416  0.35
H 6.02608 -5.54006 -0.55302  0.33
H 4.41184 -4.95025 -0.98764  0.15
C 3.75661 0.98604 -3.53845  -1.16
C 3.25133 -0.43191 -3.38170  -0.08
O 4.08825 -1.19393 -2.49794  -0.34
C 3.86392 -1.00472 -1.19906  0.77
O 3.03027 -0.28168 -0.71898  -0.56
O 4.72024 -1.76566 -0.51568  -0.33
C 4.61349 -1.64043 0.90536  -0.63
H 4.80120 0.98548 -3.85167  0.31
H 3.16638 1.51837 -4.28426  0.40
H 3.69139 1.52852 -2.59551  0.28
H 3.28630 -0.95624 -4.33484  0.37
H 2.22101 -0.45235 -3.02792  0.17
H 3.58989 -1.80382 1.23457  0.26
H 4.95842 -0.65826 1.22443  0.33
H 5.25626 -2.40640 1.32959  0.21

Calculated values
Gap between HOMO and LUMO: 8.38 eV
Calculated total energy: -5946.93954 Ha
SMILES: CCCCCCCCCc1c(C[C@H](C)Br)c(C)cc2c1Nc1c(B(O)CC)ccc(CCCCCC)c1S2.CCOC(=O)OC.CCOC(=O)OC.CCOC(=O)OC.CCOC(=O)OC